{
  "formula": "C6H13NO",
  "method": "ωB97M-V/def2-TZVPD",
  "smiles": "CC[C@@H](O)NC1CC1",
  "total_energy_ha": -366.368941,
  "homo_energy_ev": -8.95,
  "lumo_energy_ev": 0.920,
  "relative_energy_ev": 1.768,
  "orbital_gap_ev": 9.873,
  "charge": 0,
  "species": ["C", "C", "C", "O", "N", "C", "C", "C", "H", "H", "H", "H", "H", "H", "H", "H", "H", "H", "H", "H", "H"],
  "xyz": [[0.04257, -2.09735, 1.11697], [-0.89177, -0.90703, 1.31554], [-0.17066, 0.46428, 1.25591], [0.57966, 0.68749, 2.41535], [0.67093, 0.65225, 0.08809], [0.03630, 0.46768, -1.18332], [-0.54675, 1.66676, -1.86998], [0.71789, 1.04829, -2.38426], [0.53351, -2.06348, 0.14733], [0.80735, -2.13098, 1.89254], [-0.52476, -3.02304, 1.17147], [-1.36902, -0.97549, 2.29451], [-1.67784, -0.92223, 0.55935], [-0.92875, 1.25718, 1.24476], [1.30534, 0.05227, 2.44029], [1.49489, 0.06395, 0.15862], [-0.48433, -0.47867, -1.34284], [-0.46393, 2.61344, -1.35635], [-1.45647, 1.54330, -2.43674], [1.63686, 1.58730, -2.21741], [0.68898, 0.49407, -3.30984]]
}